The following is a quantum chemistry calculation of a structure of composition C24H36Br6N8O10 in a non-equilibrium geometry, from the Open Molecules 2025 dataset.

CARTESIAN COORDINATES (ANGSTROEM)
C -1.212 4.464 -4.042
Br -0.221 6.128 -4.689
Br -0.508 2.768 -4.855
Br -3.217 4.538 -4.226
H -1.032 4.481 -2.967
C -4.265 -0.444 2.765
Br -3.193 0.907 1.880
Br -3.935 -2.307 2.230
Br -6.212 0.148 2.625
H -3.907 -0.432 3.795
C -1.761 -1.792 5.220
C -1.225 -0.811 4.409
C -0.231 -1.185 3.529
C 0.363 -2.479 3.578
C -0.026 -3.357 4.596
C -1.085 -2.942 5.419
O -1.515 -3.808 6.388
O 0.305 -0.218 2.711
H -2.592 -1.508 5.849
H -1.591 0.190 4.235
H 1.107 -2.692 2.824
H 0.487 -4.274 4.846
H -2.454 -4.004 6.369
H 1.165 -0.466 2.363
C 3.892 -4.994 1.281
C 3.345 -3.727 1.477
C 2.792 -3.103 0.354
C 3.022 -3.585 -0.949
C 3.568 -4.875 -1.062
C 4.011 -5.570 0.051
O 4.459 -6.811 -0.095
O 2.182 -1.936 0.533
H 4.189 -5.590 2.131
H 3.243 -3.289 2.459
H 2.662 -3.047 -1.814
H 3.660 -5.338 -2.034
H 4.530 -6.870 -1.050
H 1.747 -1.620 -0.263
C -5.257 3.459 0.212
C -3.958 3.962 0.018
C -3.096 3.163 -0.706
C -3.483 1.901 -1.234
C -4.763 1.416 -0.967
C -5.611 2.235 -0.268
O -6.916 1.880 -0.231
O -1.767 3.512 -0.730
H -6.055 3.981 0.720
H -3.694 4.921 0.437
H -2.728 1.543 -1.918
H -5.108 0.489 -1.402
H -7.459 2.447 0.321
H -1.608 4.182 -0.061
C 0.092 0.085 -1.251
O 0.710 -0.944 -1.411
N -0.798 0.264 -0.362
N 0.146 1.199 -2.010
H -1.405 1.065 -0.469
H -1.008 -0.455 0.316
H -0.242 2.103 -1.780
H 0.775 1.144 -2.798
C -0.038 4.349 2.013
O -0.975 4.866 1.375
N 1.029 4.872 2.477
N -0.049 3.056 2.272
H 1.094 5.879 2.425
H 1.843 4.361 2.787
H 0.729 2.611 2.737
H -0.811 2.436 2.038
C 5.034 0.492 -2.160
O 6.133 0.469 -1.729
N 4.182 1.471 -1.980
N 4.418 -0.580 -2.555
H 3.308 1.393 -2.482
H 4.477 2.365 -1.616
H 3.494 -0.535 -2.959
H 4.947 -1.427 -2.704
C 1.873 -0.853 -4.709
O 2.112 0.219 -4.175
N 1.072 -1.811 -4.307
N 2.333 -1.121 -5.927
H 0.977 -2.622 -4.901
H 0.693 -1.752 -3.372
H 1.894 -1.829 -6.498
H 2.912 -0.408 -6.349

Calculated values
Frontier orbital gap ... 6.95 eV
E_HOMO ... -7.58 eV
Energy ... -17570.738732 a.u.
Molecular weight ... 1076.0 u